[1]
C21H30N4O6S | ωB97M-V/def2-TZVPD

```
62
C21H30N4O6S (ωB97M-V/def2-TZVPD)
C 6.51363 2.27779 -1.78561
C 7.11551 1.67639 -0.52622
O 6.97232 0.25055 -0.56351
C 6.22117 -0.33531 0.34860
O 5.71882 0.20048 1.30540
C 6.03039 -1.80179 0.03179
S 4.64316 -1.93880 -1.17625
C 3.73052 -0.52380 -0.69923
N 3.68631 0.60633 -1.34911
N 2.92396 1.44459 -0.64248
C 2.51263 0.82051 0.43210
C 1.61628 1.41196 1.46570
N 0.22576 1.33976 1.06416
C -0.55248 0.27369 1.37093
O -0.14243 -0.65209 2.05376
C -1.93503 0.31607 0.83181
C -2.60349 -0.89622 0.69736
C -3.89350 -0.94509 0.19548
O -4.60632 -2.10203 0.06899
C -3.99224 -3.32903 0.41588
C -4.99975 -4.43511 0.14243
C -4.53635 0.24289 -0.21168
O -5.78818 0.27139 -0.76214
C -6.20376 -0.76816 -1.63576
C -7.26402 -0.18730 -2.56080
C -3.88671 1.47062 0.00079
O -4.38395 2.70093 -0.31311
C -5.76972 2.99078 -0.19815
C -6.30762 2.74049 1.20490
C -2.59121 1.49197 0.51033
N 2.98401 -0.45504 0.44090
C 2.80728 -1.47481 1.43379
H 5.45933 2.01706 -1.85500
H 7.02586 1.89457 -2.66406
H 6.61553 3.35855 -1.75466
H 6.61605 2.05551 0.37053
H 8.18908 1.87662 -0.46135
H 6.90061 -2.21810 -0.46901
H 5.78043 -2.36350 0.93069
H 1.88696 2.46026 1.60518
H 1.71916 0.86887 2.40780
H -0.07611 1.98305 0.35089
H -2.08553 -1.78886 1.00592
H -3.71304 -3.32334 1.47770
H -3.08699 -3.48163 -0.18696
H -5.27174 -4.44136 -0.90980
H -4.56948 -5.39712 0.40494
H -5.89782 -4.27385 0.73248
H -5.35091 -1.13454 -2.21754
H -6.61894 -1.60103 -1.05801
H -6.84605 0.62361 -3.15227
H -7.63152 -0.96085 -3.22910
H -8.09371 0.20029 -1.97552
H -6.35233 2.42758 -0.93132
H -5.82340 4.05618 -0.44104
H -5.70163 3.26565 1.93999
H -6.29086 1.67752 1.43085
H -7.33205 3.09615 1.27063
H -2.14122 2.46096 0.65575
H 2.98088 -2.44641 0.97139
H 1.78842 -1.43083 1.82354
H 3.52055 -1.32423 2.24733
```

Output
Structure (SMILES): CCOC(=O)CSc1nnc(CNC(=O)c2cc(OCC)c(OCC)c(OCC)c2)n1C
Frontier orbital gap in eV: 9.0
Total charge: 0
E_LUMO in eV: 0.6358
Spin multiplicity: 1
Energy relative to the best compared isomer or geometry (same formula, charge and spin) in kJ/mol: 209.7
E_HOMO in eV: -8.4

***

[2]
C36H96FeN6O23P2Y | ωB97M-V/def2-TZVPD

```
165
C36H96FeN6O23P2Y (ωB97M-V/def2-TZVPD)
Fe 0.16100 -0.94356 0.27022
Y 1.76540 2.36817 2.61881
P 1.63856 1.14808 0.31040
O 2.94698 1.46256 1.01688
O 1.36950 0.13163 -0.79728
O 0.87898 2.49641 0.53170
O 0.85161 0.57645 1.43545
P 0.08730 3.32560 4.45114
O -0.13410 4.02055 3.09690
O 1.61974 3.66250 4.52031
O -0.03143 1.89778 3.93763
O -1.03827 4.13715 5.15274
C 0.44926 -4.13137 -2.53866
C 0.33632 -3.48483 -1.17942
C 1.74860 -3.55189 -0.38775
O 1.51184 -2.54138 0.58835
C 2.46270 -2.63710 1.64352
N -0.12323 -2.10226 -1.44236
H 0.53076 -5.20531 -2.37102
H 1.30021 -3.76308 -3.11168
H -0.48175 -3.95079 -3.07598
H -0.39425 -4.01908 -0.57201
H 2.66945 -3.67835 -0.95710
H 1.71607 -4.52524 0.10177
H 2.15620 -1.97275 2.45146
H 3.44171 -2.33201 1.27395
H 2.54057 -3.67958 1.95218
H -0.94352 -2.19299 -2.02460
H 0.45343 -1.68649 -2.15977
C 0.51783 -6.14828 2.52333
C -0.85963 -5.67318 2.05766
C -1.75774 -6.87184 1.49039
O -1.14068 -7.68486 0.40279
C -1.56113 -9.06720 0.31714
N -1.48821 -5.00114 3.09229
H 1.08529 -6.43261 1.63719
H 0.32511 -7.05679 3.09393
H 1.11223 -5.53401 3.19968
H -0.71634 -4.92423 1.27879
H -2.77110 -6.56789 1.22809
H -1.79197 -7.51660 2.36858
H -1.06974 -9.23573 -0.64111
H -2.63128 -9.19739 0.15615
H -1.17033 -9.65845 1.14527
H -0.76321 -4.97336 3.79493
H -2.27417 -5.51799 3.46005
C -2.92253 -1.61304 3.14169
C -2.38431 -1.58412 1.72130
C -2.43571 -0.20966 0.99480
O -1.59862 -0.06040 -0.11391
C -2.02694 0.91121 -0.96212
N -0.91098 -1.90658 1.89402
H -2.23675 -1.11612 3.82790
H -3.13547 -2.61586 3.51197
H -3.90271 -1.14751 3.24478
H -2.85892 -2.29590 1.04586
H -2.16223 0.61858 1.64850
H -3.46910 -0.09057 0.66914
H -1.22901 0.94961 -1.70369
H -1.89290 1.78570 -0.32540
H -2.93237 0.88762 -1.56853
H -0.95228 -2.85764 2.23146
H -0.69240 -1.42680 2.75550
C 4.78074 -0.50801 -1.49692
C 5.54609 0.79309 -1.32740
O 5.36483 1.24714 -0.02213
O 5.65985 -1.64053 -1.30165
H 4.41370 -0.63807 -2.51500
H 3.90137 -0.60236 -0.85982
H 5.07532 1.44847 -2.06017
H 6.57540 0.71261 -1.67692
H 4.44386 1.37391 0.21736
H 5.18355 -2.47089 -1.37403
C 0.73746 0.34121 -4.34093
C -0.22858 -0.60644 -5.01737
O -1.12042 -1.12260 -3.99972
O 1.47846 -0.45535 -3.46293
H 0.30860 1.06358 -3.64641
H 1.39992 0.79919 -5.07544
H 0.27823 -1.43148 -5.51792
H -0.68333 -0.13852 -5.89050
H -1.76959 -1.59531 -4.52576
H 1.39561 -0.07729 -2.58439
C 0.53579 4.31577 -2.12911
C -0.93477 4.55812 -1.57074
O -0.83821 4.37664 -0.23237
O 0.91782 2.96907 -1.99231
H 1.27907 4.86117 -1.54757
H 0.75819 4.80061 -3.07966
H -1.62846 3.81618 -1.96624
H -1.17348 5.61723 -1.66767
H -0.23662 3.64331 -0.08428
H 1.11648 2.84182 -1.06174
C 0.87218 -4.48713 -6.65297
O -0.30816 -3.66428 -6.50590
C -1.39656 -4.03296 -7.36052
C -2.45697 -2.95893 -7.34013
N -2.83637 -2.50751 -6.01381
C -3.39081 -3.57932 -5.14501
C -4.19054 -3.13601 -3.93691
O -3.42308 -2.31231 -3.12140
C -3.98310 -2.11335 -1.77938
H 0.79836 -5.47642 -6.20138
H 1.47687 -3.85456 -6.00312
H 1.25407 -4.59909 -7.66773
H -1.84389 -5.01910 -7.23595
H -1.03057 -4.05381 -8.38702
H -3.31601 -3.34867 -7.88624
H -2.11232 -2.10721 -7.92656
H -3.65983 -2.00072 -6.30567
H -2.57362 -4.23051 -4.83477
H -4.02522 -4.32605 -5.62254
H -4.54448 -4.10282 -3.57897
H -4.90981 -2.38301 -4.25902
H -4.62327 -1.23357 -1.71408
H -3.14042 -1.86705 -1.13338
H -4.42596 -3.03436 -1.40030
C 1.87458 -0.38944 4.74773
O 2.63456 0.56480 3.93841
C 4.04562 0.55720 4.27421
C 4.89350 1.64055 3.50242
N 4.13698 2.83617 3.27235
C 4.87396 3.76912 2.35767
C 4.18742 5.05041 2.10599
O 2.82122 4.77539 1.83304
C 2.17279 5.99904 1.58130
H 0.99054 -0.70389 4.19303
H 1.74906 0.03960 5.74185
H 2.49342 -1.28652 4.76723
H 4.47051 -0.41303 4.01689
H 4.10105 0.71396 5.35145
H 5.23691 1.18301 2.57461
H 5.79490 1.89679 4.05912
H 4.17297 3.42958 4.08885
H 4.94606 3.25410 1.39973
H 5.89561 3.94703 2.69338
H 4.67690 5.60022 1.30211
H 4.31179 5.67069 2.99362
H 1.12278 5.73335 1.45893
H 2.53165 6.40901 0.63724
H 2.18035 6.84623 2.26710
C -3.18360 2.42746 3.79174
O -3.26776 3.68351 3.16366
C -3.51904 3.66307 1.73382
C -3.60607 5.01925 1.13806
N -2.35705 5.61443 1.58311
C -2.46483 7.02737 1.34558
C -1.47024 7.88856 2.04262
O -0.99347 7.15581 3.27573
C -0.06219 7.92828 3.92428
H -4.18713 2.28538 4.19277
H -2.55570 2.35425 4.67971
H -2.72521 1.74317 3.07778
H -4.48814 3.20175 1.54375
H -2.75676 3.14812 1.14914
H -4.49685 5.46387 1.58183
H -3.59365 4.95760 0.04988
H -1.82557 5.25578 0.80272
H -3.38514 7.33093 1.84454
H -2.73972 7.27836 0.32112
H -2.04903 8.80696 2.14072
H -0.52078 8.11764 1.55874
H -0.50831 8.88020 4.21224
H 0.72469 8.27526 3.25456
H 0.17773 7.51029 4.90194
```

Output
Frontier orbital gap (spin up / spin down) in eV: 2.8 / 2.8
Total charge: -1
E_LUMO (spin up / spin down) in eV: 1.2954 / 1.2936
Spin multiplicity: 5
E_HOMO (spin up / spin down) in eV: -1.5 / -1.5

***

The highest spin multiplicity belongs to which entry?
C36H96FeN6O23P2Y